Record 1
139
Properties=species:S:1:pos:R:3:forces:R:3 method="wB97M-V/def2-TZVPD" lumo_ev=-0.9 smiles="NC1=C(CCCO)C(=O)C(CC(=O)Cl)=CC1=O.c1ccncc1.c1ccncc1.c1ccncc1.c1ccncc1.c1ccncc1.c1ccncc1.c1ccncc1.c1ccncc1.c1ccncc1.c1ccncc1" homo_lumo_gap_ha=0.2871 homo_energy_ev=-8.695 mol_weight_g_mol=1048.693
N 0.4401 2.2146 1.2721 0.97 0.15 -0.08
C 0.4581 3.5015 0.7312 -0.51 -0.37 -0.14
C -0.2539 3.8734 -0.3435 0.15 0.22 -0.07
C -1.1322 2.9488 -1.1162 -0.14 -0.17 0.07
C -2.3512 2.5450 -0.2657 0.23 0.09 0.06
C -3.5283 3.4855 -0.4061 0.05 -0.12 0.46
O -3.3058 4.5659 0.5010 0.05 0.25 -0.21
C -0.1259 5.2701 -0.8118 0.25 -0.46 -0.10
O -0.2058 5.5496 -1.9900 -0.38 0.41 0.09
C 0.1827 6.3085 0.2166 -0.24 -0.17 0.30
C -0.2686 7.7266 0.0241 0.40 0.34 -0.36
C -1.4459 7.9110 -0.9035 -0.35 -0.06 -0.19
O -2.5781 7.6848 -0.6466 0.21 -0.03 0.02
Cl -1.0073 8.6154 -2.4872 -0.04 0.06 0.09
C 0.8849 5.9140 1.2739 -0.13 0.38 -0.06
C 1.3042 4.5056 1.4107 0.20 0.06 0.27
O 2.2741 4.1815 2.0713 -0.29 -0.09 -0.15
H 0.6363 1.5015 0.5758 -0.38 0.03 -0.14
H 1.1839 2.1508 1.9628 -0.10 -0.02 0.10
H -0.5798 2.0597 -1.4236 0.11 -0.06 -0.06
H -1.4657 3.4557 -2.0176 0.07 -0.05 -0.19
H -2.6282 1.5110 -0.4541 -0.19 -0.02 -0.25
H -2.0543 2.6077 0.7791 -0.09 -0.27 0.18
H -3.6222 3.8609 -1.4271 -0.10 -0.02 -0.12
H -4.4405 2.9590 -0.1207 -0.15 0.03 -0.08
H -4.1247 5.0753 0.5567 0.02 -0.08 -0.04
H 0.5559 8.3142 -0.3730 0.10 0.02 -0.02
H -0.5486 8.1663 0.9785 -0.08 -0.09 0.15
H 1.1511 6.6063 2.0614 0.23 -0.02 0.08
C 3.2369 -2.5563 -1.0567 1.28 1.06 -0.77
C 3.0969 -1.9929 -2.3154 0.03 0.05 0.07
C 2.6184 -0.6930 -2.4047 -0.13 0.11 0.04
N 2.2860 0.0430 -1.3454 -0.09 0.07 -0.16
C 2.4278 -0.5182 -0.1480 0.11 -0.19 0.11
C 2.8958 -1.8058 0.0567 0.39 0.79 0.07
H 3.6026 -3.5698 -0.9451 0.63 0.82 -0.37
H 3.3533 -2.5469 -3.2079 0.07 0.04 -0.02
H 2.4922 -0.2169 -3.3710 0.00 -0.03 -0.01
H 2.1505 0.0986 0.6997 0.09 -0.05 0.08
H 2.9819 -2.2064 1.0578 -0.04 0.13 -0.10
C -1.3565 -2.9721 1.4873 -0.11 -0.08 0.03
C -2.3436 -3.4429 0.6387 0.05 0.08 -0.05
C -2.8009 -2.6052 -0.3722 0.02 -0.02 -0.05
N -2.3302 -1.3774 -0.5769 -0.01 0.02 0.04
C -1.3839 -0.9420 0.2532 0.00 0.05 -0.10
C -0.8723 -1.6893 1.2987 0.08 0.03 -0.02
H -0.9670 -3.5952 2.2798 0.01 -0.01 0.01
H -2.7542 -4.4353 0.7553 -0.06 0.02 0.01
H -3.5764 -2.9311 -1.0583 -0.02 0.00 0.03
H -1.0170 0.0605 0.0590 0.01 -0.02 0.06
H -0.0966 -1.2845 1.9345 0.01 0.00 0.01
C -8.2161 -3.5964 1.4756 -0.08 -0.01 0.01
C -7.5967 -4.6294 0.7910 -0.01 0.03 0.03
C -6.2327 -4.8072 0.9670 0.02 0.01 -0.02
N -5.4865 -4.0373 1.7551 0.00 -0.09 0.01
C -6.0954 -3.0520 2.4080 0.06 0.06 -0.01
C -7.4539 -2.7895 2.3042 0.00 -0.01 -0.04
H -9.2784 -3.4197 1.3608 -0.01 -0.01 0.02
H -8.1550 -5.2777 0.1297 0.02 -0.01 -0.01
H -5.7082 -5.6011 0.4458 -0.03 -0.01 -0.01
H -5.4595 -2.4385 3.0371 -0.02 0.01 0.01
H -7.8963 -1.9700 2.8538 0.01 0.00 0.01
C 4.4316 7.4185 4.9366 0.01 0.01 -0.01
C 4.3268 7.2104 6.3023 0.00 0.00 -0.01
C 3.4452 6.2400 6.7549 -0.01 -0.03 0.02
N 2.6886 5.4968 5.9512 0.00 0.05 -0.02
C 2.7980 5.7073 4.6388 -0.06 0.05 0.23
C 3.6524 6.6509 4.0866 0.00 0.01 -0.02
H 5.1105 8.1639 4.5423 0.00 0.00 0.00
H 4.9151 7.7854 7.0044 0.00 -0.01 0.01
H 3.3380 6.0466 7.8170 0.02 0.02 0.01
H 2.1780 5.0942 4.0009 0.08 0.02 0.08
H 3.7056 6.7715 3.0128 0.01 -0.04 -0.01
C -8.7962 -1.8980 -3.1646 0.00 0.00 0.00
C -8.3828 -2.1151 -1.8602 0.02 0.02 -0.04
C -7.0318 -1.9934 -1.5667 0.07 0.00 0.05
N -6.1072 -1.6834 -2.4717 -0.01 -0.03 -0.02
C -6.5183 -1.4788 -3.7205 0.04 0.01 -0.01
C -7.8444 -1.5714 -4.1173 -0.01 -0.01 0.02
H -9.8412 -1.9819 -3.4346 0.00 0.00 0.00
H -9.0901 -2.3733 -1.0841 0.01 0.00 0.02
H -6.6655 -2.1525 -0.5576 -0.05 -0.01 0.02
H -5.7438 -1.2281 -4.4371 -0.02 0.00 -0.02
H -8.1205 -1.3923 -5.1474 0.01 0.00 -0.01
C 3.1877 -6.4003 0.8325 0.04 -0.04 -0.09
C 2.8845 -5.5106 -0.1860 -0.10 -0.26 0.22
C 2.1176 -4.3953 0.1166 -1.44 -1.14 0.49
N 1.6486 -4.1329 1.3338 0.01 -0.26 -0.03
C 1.9413 -4.9989 2.3015 0.11 -0.05 0.06
C 2.7060 -6.1399 2.1059 -0.04 0.05 0.04
H 3.7921 -7.2770 0.6373 0.03 0.01 0.01
H 3.2363 -5.6746 -1.1961 0.01 -0.05 -0.07
H 1.8627 -3.6719 -0.6519 -0.88 -1.07 0.51
H 1.5436 -4.7635 3.2837 0.02 -0.02 0.01
H 2.9181 -6.8053 2.9316 -0.01 0.00 0.01
C 8.7438 -6.1699 1.8035 0.00 -0.01 -0.02
C 8.4333 -7.4759 2.1450 -0.01 0.02 -0.02
C 7.3265 -8.0673 1.5539 -0.01 -0.10 -0.02
N 6.5401 -7.4492 0.6761 -0.01 0.05 -0.02
C 6.8507 -6.1941 0.3592 -0.18 -0.05 0.78
C 7.9356 -5.5133 0.8892 0.02 0.04 -0.01
H 9.5990 -5.6723 2.2418 0.00 0.01 0.00
H 9.0338 -8.0285 2.8542 -0.01 -0.01 0.00
H 7.0541 -9.0891 1.7945 0.02 0.00 0.02
H 6.1909 -5.7122 -0.3549 -0.19 0.00 1.32
H 8.1386 -4.4932 0.5929 -0.01 0.01 -0.02
C 6.8920 -6.2075 -3.7019 -0.02 0.04 -0.11
C 6.7377 -5.6377 -4.9551 0.02 -0.05 0.02
C 6.2576 -4.3386 -5.0361 -0.02 0.05 0.01
N 5.9345 -3.6056 -3.9733 -0.06 0.03 -0.04
C 6.0888 -4.1661 -2.7761 0.02 -0.04 -0.03
C 6.5608 -5.4562 -2.5857 0.07 -0.06 -0.38
H 7.2634 -7.2186 -3.5968 0.00 -0.01 0.01
H 6.9825 -6.1862 -5.8541 0.00 0.01 -0.02
H 6.1245 -3.8587 -5.9993 0.01 -0.02 -0.01
H 5.8179 -3.5438 -1.9300 0.01 0.02 0.07
H 6.6653 -5.8595 -1.5874 0.25 0.07 -1.50
C 1.8043 4.2514 -4.0681 0.08 -0.10 0.01
C 1.2968 5.1236 -5.0157 -0.01 0.01 -0.01
C 1.6636 4.9405 -6.3411 0.01 0.00 -0.03
N 2.4793 3.9733 -6.7566 -0.01 0.00 0.01
C 2.9590 3.1435 -5.8326 0.01 -0.01 -0.03
C 2.6534 3.2374 -4.4829 0.00 0.02 -0.01
H 1.5377 4.3583 -3.0275 -0.03 0.00 0.01
H 0.6294 5.9256 -4.7306 -0.02 -0.01 0.01
H 1.2850 5.6012 -7.1136 -0.01 0.02 0.02
H 3.6223 2.3654 -6.1959 0.00 -0.01 0.03
H 3.0698 2.5345 -3.7728 0.01 -0.01 -0.01
C -6.9427 3.1021 4.1875 0.01 0.00 -0.01
C -7.6623 2.9687 3.0108 0.02 0.00 0.02
C -7.1477 3.5348 1.8543 -0.02 0.02 -0.08
N -5.9972 4.2025 1.8095 -0.01 0.02 0.07
C -5.3153 4.3203 2.9478 0.05 0.07 -0.01
C -5.7422 3.7931 4.1566 -0.05 -0.04 0.00
H -7.3103 2.6749 5.1117 0.00 0.00 0.00
H -8.6047 2.4391 2.9856 0.00 0.00 -0.01
H -7.6820 3.4507 0.9142 -0.02 -0.01 0.02
H -4.3794 4.8626 2.8812 0.03 -0.04 0.04
H -5.1443 3.9203 5.0483 0.01 0.01 0.00


Record 2
23
Properties=species:S:1:pos:R:3:forces:R:3 method="wB97M-V/def2-TZVPD" de_lowest_kj_mol=145.9 total_charge=+1 lumo_ev=-3.6 homo_lumo_gap_ha=0.3247 homo_energy_ev=-12.461 mol_weight_g_mol=115.200
C -1.3793 -2.4627 -0.2917 -0.75 -0.50 -0.26
C -1.4887 -1.2173 -1.1150 1.48 -0.55 0.49
C -0.4411 -0.6086 -1.6732 -1.38 0.21 -0.68
C -0.6406 0.5899 -2.5636 -1.24 0.21 0.42
H -0.3697 -2.8616 -0.3645 0.02 -0.13 0.22
H -1.6457 -2.2520 0.7551 0.13 -0.21 -0.16
H -2.0979 -3.2500 -0.6513 0.67 0.71 0.34
H -2.4620 -0.8169 -1.2201 -0.93 0.51 -0.26
H 0.5308 -1.0561 -1.6441 0.56 -0.22 0.23
H -1.7499 0.7584 -2.7134 1.25 -0.06 0.14
H -0.2247 1.4889 -2.0995 0.06 0.15 -0.21
H -0.1923 0.4702 -3.5412 0.19 -0.03 -0.17
C 2.7776 0.8035 0.9966 -0.11 -1.23 -2.83
N -0.8047 1.0003 1.7870 -0.20 -0.72 0.18
C 0.4446 0.5934 1.7408 1.21 0.66 -0.24
N 1.3874 1.2142 1.0494 -2.05 0.71 -0.94
H 3.4165 1.6339 1.1991 0.40 0.51 0.12
H 2.9929 0.3819 -0.0852 -0.23 0.82 2.24
H 2.9171 0.0255 1.7195 0.26 -0.41 0.32
H -1.2193 1.5545 1.0470 0.03 0.08 0.29
H -1.4103 0.5396 2.4603 -0.05 0.18 -0.50
H 0.7452 -0.2659 2.3605 -0.12 0.60 -0.16
H 1.0549 1.9593 0.3596 0.79 -1.29 1.41


Record 3
15
Properties=species:S:1:pos:R:3:forces:R:3 method="wB97M-V/def2-TZVPD" de_lowest_kj_mol=10.7 lumo_ev=0.8 homo_lumo_gap_ha=0.3384 homo_energy_ev=-8.406 mol_weight_g_mol=137.635
C 0.1166 0.1799 0.0434 -0.93 -0.69 -0.35
C -1.4675 0.3131 -0.0787 1.33 0.42 0.69
C 0.6966 -0.6739 -1.0723 0.01 -0.32 -0.89
C 0.7124 -0.7596 1.0828 0.15 -0.12 1.29
H 0.5555 1.9091 0.9502 0.09 0.27 0.01
H 0.3481 2.0257 -0.6773 0.44 0.04 0.37
H -1.6762 0.7951 -1.0253 -0.11 -0.04 -0.30
H -1.8909 0.9304 0.7067 0.26 0.25 0.15
H 0.0192 -1.4723 -1.3403 -0.26 -0.14 -0.17
H 1.0403 -0.1741 -1.9599 0.10 0.38 -0.37
H 1.0789 -0.3765 2.0372 -0.16 0.27 -0.12
H 0.0730 -1.6020 1.2666 -0.58 -0.21 0.26
N 0.7778 1.4635 0.0672 -0.81 0.35 -0.27
S 2.0009 -1.3695 -0.0299 0.50 0.02 -0.10
Cl -2.3848 -1.1888 0.0294 -0.04 -0.48 -0.18